C11H11N | ωB97M-V/def2-TZVPD

```
23
Properties=species:S:1:pos:R:3:forces:R:3
C 2.2448 -0.2287 -2.2056 0.7 -1.1 0.7
C 1.1868 0.0779 -3.0511 3.0 2.1 -3.6
C 2.0041 -0.4970 -0.8513 1.2 -0.8 -0.1
C -0.0659 0.2058 -2.6711 -3.8 -0.6 1.7
C 0.7236 -0.4741 -0.4164 -2.7 0.2 0.7
C -0.4238 -0.1337 -1.3046 2.0 0.4 -0.1
C -1.1557 1.9913 1.9881 -0.4 -0.2 -1.1
C -1.5992 0.6623 2.0248 -0.5 1.2 2.9
C -0.4469 -1.7511 1.6859 -2.1 -0.9 -0.3
C 0.5054 -0.7543 1.0374 -1.8 0.2 -2.5
C -0.6886 -0.2940 1.7060 -0.5 -2.1 0.8
N -1.6370 0.0188 -0.8668 0.7 -0.9 2.0
H 3.1953 -0.4146 -2.6950 0.1 0.3 0.4
H 1.5590 0.4841 -4.0636 -1.0 -1.0 1.3
H 2.7314 -0.8789 -0.0709 -0.4 0.8 -1.5
H -1.0004 0.5302 -3.1863 1.4 -0.1 -0.5
H -1.6627 2.9304 2.2400 -0.1 -0.8 0.2
H -0.2592 2.1255 1.3876 0.1 0.2 0.2
H -2.4945 0.3546 2.7085 1.5 0.6 -1.7
H -1.1442 -2.5643 1.2984 0.8 1.6 -0.6
H -0.0630 -2.2149 2.5632 0.8 0.1 0.9
H 1.4163 -0.7645 1.4975 2.3 0.3 1.6
H -2.2991 -0.0263 -1.5909 -1.0 0.4 -1.5
```
Positions in Å, forces in eV/Å.

LUMO level (spin up / spin down)   -1.2 / 0.3 eV
Energy relative to the best compared isomer or geometry (same formula, charge and spin)   144.8 kcal per mole
Charge   0
Largest force on an atom   0.0986 hartree/bohr

Charges in e, computed with natural (NBO), in the same order as the atoms: -0.17, -0.22, -0.22, -0.21, 0.02, 0.15, -0.35, -0.24, -0.44, -0.29, 0.09, -0.56, 0.21, 0.21, 0.22, 0.22, 0.20, 0.18, 0.22, 0.23, 0.21, 0.22, 0.33



C3H5BrO | ωB97M-V/def2-TZVPD

```
10
Properties=species:S:1:pos:R:3:forces:R:3
C 0.6990 0.5323 0.6204 0.5 1.5 -1.0
C -0.7828 0.4549 0.5391 -0.8 1.5 -1.8
C 0.0156 -0.4571 -0.2227 1.5 1.6 -4.6
O 0.0848 -0.0257 -1.9703 -0.3 -4.6 4.0
Br 0.2261 -2.2447 0.1974 -0.1 -0.9 -0.3
H 1.1086 1.4065 0.1398 0.4 -0.2 -0.2
H 1.1699 0.2223 1.5247 0.2 -0.2 0.4
H -1.1046 -0.0173 1.3565 -2.2 -1.4 3.1
H -1.4536 1.1635 0.0359 0.6 -0.2 0.3
H 0.0371 -1.0348 -2.2209 0.1 3.0 0.1
```
Positions in Å, forces in eV/Å.

LUMO level   0.7 eV
Energy relative to the best compared isomer or geometry (same formula, charge and spin)   54.6 kcal per mole
Charge   0
Largest force on an atom   0.1190 hartree/bohr

Charges in e, computed with natural (NBO), in the same order as the atoms: -0.45, -0.46, 0.15, -0.74, 0.10, 0.24, 0.23, 0.22, 0.25, 0.46



C6H12O | ωB97M-V/def2-TZVPD

```
19
Properties=species:S:1:pos:R:3:forces:R:3
C 0.7377 1.2649 -0.0023 -0.1 0.2 -0.1
C 1.2725 -1.0725 0.6751 -0.1 -0.4 -0.2
C 1.7084 -1.9957 -0.4325 0.1 -0.1 0.1
O -0.0642 -0.9947 0.5811 0.5 -0.1 -0.1
C -0.4855 0.3597 0.2514 -0.1 0.4 -0.1
C -1.3364 0.9760 1.3444 0.0 0.0 0.1
C -1.2830 0.1177 -1.0315 0.0 0.1 -0.1
H 1.5402 0.7936 -0.5836 -0.3 0.0 0.0
H 1.1906 1.5926 0.9371 -0.1 0.0 -0.2
H 0.3935 2.1327 -0.5670 0.0 0.1 0.1
H 0.9984 -1.9869 -1.2725 0.1 -0.1 0.2
H 1.8053 -3.0206 -0.0662 0.1 -0.1 0.1
H 2.6930 -1.6545 -0.7703 0.0 -0.2 0.1
H -1.5828 1.9991 1.0401 0.0 -0.1 0.1
H -2.2681 0.4257 1.5032 0.1 0.0 0.0
H -0.7747 1.0174 2.2820 -0.1 0.0 -0.1
H -2.1789 -0.4774 -0.8210 0.2 0.1 0.0
H -0.6799 -0.4454 -1.7521 -0.1 0.2 0.1
H -1.5839 1.0649 -1.4863 0.0 0.0 0.0
```
Positions in Å, forces in eV/Å.

LUMO level   0.8 eV
Energy relative to the best compared isomer or geometry (same formula, charge and spin)   86.6 kcal per mole
Charge   0
Largest force on an atom   0.0096 hartree/bohr

Charges in e, computed with natural (NBO), in the same order as the atoms: -0.65, 0.35, -0.80, -0.59, 0.27, -0.63, -0.62, 0.22, 0.23, 0.21, 0.21, 0.25, 0.23, 0.21, 0.22, 0.22, 0.22, 0.21, 0.21



C3H5FO | ωB97M-V/def2-TZVPD

```
10
Properties=species:S:1:pos:R:3:forces:R:3
C -0.1197 -0.8516 -0.7348 -1.3 -0.9 -5.2
C 0.1337 -0.1827 0.5674 -5.6 -1.6 0.8
C -0.1696 1.3453 0.6089 0.3 0.5 -1.9
H -0.9470 -1.9200 -0.8622 3.0 3.6 0.7
H 1.4345 -1.3402 -1.2921 -4.3 1.5 1.2
H -0.7514 0.1835 -1.4947 2.2 -3.6 1.7
H -0.6445 -0.7775 1.3019 2.0 1.6 -0.9
H -1.0555 1.8836 -0.0710 1.6 -1.4 1.8
O 0.7470 1.9473 1.0842 -1.1 1.3 0.1
F 1.3724 -0.2878 0.8925 3.2 -0.9 1.6
```
Positions in Å, forces in eV/Å.

LUMO level   0.2 eV
Energy relative to the best compared isomer or geometry (same formula, charge and spin)   132.8 kcal per mole
Charge   0
Largest force on an atom   0.1134 hartree/bohr

Charges in e, computed with natural (NBO), in the same order as the atoms: -0.61, 0.02, 0.39, 0.26, 0.22, 0.20, 0.17, 0.13, -0.48, -0.31



CHF3O2P | ωB97M-V/def2-TZVPD

```
8
Properties=species:S:1:pos:R:3:forces:R:3
C 0.6121 -0.4949 -0.1375 -2.7 0.5 -2.7
O -1.8767 0.5750 -0.9587 -0.2 -0.7 -2.2
O -1.8597 -0.1241 1.4559 -1.7 -2.8 3.8
F 1.3886 -0.8639 0.8174 1.4 -1.2 2.3
F 0.2319 -1.6129 -0.9148 1.3 -0.2 0.0
F 1.4144 2.0495 0.2259 0.3 0.0 -0.2
P -1.1469 0.2415 0.2722 2.6 4.8 -1.0
H 1.2362 0.2297 -0.7604 -0.9 -0.3 0.1
```
Positions in Å, forces in eV/Å.

LUMO level (spin up / spin down)   4.2 / -0.7 eV
2S+1   3
⟨S²⟩   2.01
Energy relative to the best compared isomer or geometry (same formula, charge and spin)   63.5 kcal per mole
Charge   -1
Largest force on an atom   0.1077 hartree/bohr

Charges in e, computed with natural (NBO), in the same order as the atoms: 0.28, -1.14, -1.14, -0.33, -0.40, -0.11, 1.70, 0.13



CHEuO3 | ωB97M-V/def2-TZVPD

```
6
Properties=species:S:1:pos:R:3:forces:R:3
H -1.9872 -1.5552 0.1390 -0.9 2.5 -0.9
O -2.1534 -0.5469 -0.0679 -0.7 -2.1 -0.8
O -0.5780 1.0265 0.1331 0.7 1.2 -2.2
O -0.0755 -1.0918 -0.0395 2.2 0.3 -1.9
C -0.9210 -0.1353 -0.2321 0.9 -1.3 5.8
Eu 1.8244 0.5061 0.1877 -2.1 -0.6 -0.1
```
Positions in Å, forces in eV/Å.

LUMO level (spin up / spin down)   -5.7 / -5.5 eV
2S+1   8
⟨S²⟩   15.76
Energy relative to the best compared isomer or geometry (same formula, charge and spin)   0.0 kcal per mole
Charge   +1
Largest force on an atom   0.1170 hartree/bohr

Charges in e, computed with Löwdin, in the same order as the atoms: 0.20, 0.14, -0.15, -0.21, -0.81, 1.82



C48H37F5IrN4O3P | ωB97M-V/def2-TZVPD

```
99
Properties=species:S:1:pos:R:3:forces:R:3
Ir -0.1711 0.9841 -0.5048 -0.4 -1.0 -0.5
C 2.8206 1.9177 1.5347 -0.1 0.1 -0.2
C 1.8774 1.6233 2.6614 0.1 0.3 0.0
C 2.3890 1.2435 3.8940 0.1 0.3 0.0
C 1.5543 1.1273 4.9896 -0.1 0.8 0.0
C 0.2203 1.4592 4.8425 0.1 0.2 0.1
C -0.3339 1.8484 3.6213 -0.1 -0.1 0.0
C -1.7759 2.2843 3.6729 -0.1 0.3 0.0
C 0.5003 1.8431 2.4856 0.2 0.1 0.1
N 0.1219 2.1694 1.1346 -0.6 0.8 1.6
C -0.3261 3.4369 0.9417 0.3 0.8 0.0
O -0.5352 4.3270 1.7551 -0.1 -0.3 0.1
C -0.2073 3.8246 -0.5205 0.1 0.0 0.2
C -0.3296 5.0598 -1.1196 0.2 0.0 0.1
C 0.2464 5.2196 -2.3834 0.0 0.0 0.1
C 1.0501 4.2198 -2.9259 0.1 0.2 0.2
C 1.1198 3.0186 -2.2471 0.1 -0.4 0.1
N 0.3871 2.8372 -1.1669 -0.6 -0.2 -0.9
C 2.1083 1.8966 -2.4457 0.1 0.0 0.0
O 3.1135 2.1608 -3.0976 -0.1 0.0 -0.1
N 1.8107 0.7455 -1.7883 0.7 0.2 0.1
C 2.6095 -0.3489 -2.2610 -0.2 0.0 -0.2
C 3.3242 -1.1914 -1.3928 0.0 0.1 0.0
C 3.3482 -0.9421 0.0797 -0.1 0.1 0.1
C 4.0619 -2.2558 -1.8958 0.0 0.0 0.0
C 4.1130 -2.5193 -3.2512 0.0 0.0 0.0
C 3.3969 -1.7082 -4.1101 0.0 0.0 0.0
C 2.6446 -0.6326 -3.6492 -0.1 0.0 0.0
C 1.9230 0.1703 -4.6986 0.0 0.1 0.0
H 3.8277 1.5771 1.7674 0.0 0.0 0.0
H 2.8593 2.9932 1.3371 0.0 0.0 0.1
H 2.4908 1.4689 0.6040 0.1 0.0 -0.1
H 3.4567 1.0823 3.9938 0.0 0.0 0.0
H 1.9465 0.8461 5.9590 0.0 0.0 0.0
H -0.4286 1.4440 5.7098 0.0 0.0 0.0
H -1.8861 3.3042 3.3049 0.1 0.1 0.1
H -2.1267 2.2432 4.7029 0.0 0.1 0.0
H -2.4341 1.6556 3.0913 0.1 0.4 0.6
H -0.8055 5.8635 -0.5754 0.0 0.0 -0.1
H 0.1445 6.1647 -2.9010 0.0 0.0 0.0
H 1.6553 4.3660 -3.8087 0.0 0.0 0.0
H 3.6820 -1.8262 0.6245 0.0 0.0 0.0
H 2.3557 -0.6653 0.4337 0.1 0.0 0.0
H 4.0128 -0.1141 0.3197 0.0 0.0 0.0
H 4.6055 -2.8828 -1.1979 0.0 0.0 0.0
H 4.6970 -3.3474 -3.6330 0.0 0.0 0.0
H 3.4211 -1.9004 -5.1772 0.0 0.0 0.0
H 1.6904 -0.4630 -5.5567 0.0 0.0 0.0
H 2.5530 0.9933 -5.0379 0.0 0.0 0.0
H 0.9989 0.6199 -4.3411 0.0 0.0 0.0
O -1.0523 0.6684 -3.3751 -0.3 0.0 0.0
N -0.6241 -0.0545 -2.2732 0.5 -0.4 -0.5
C -0.2476 -1.2224 -2.6456 -0.3 0.1 0.0
C 0.3650 -2.2843 -1.8442 0.1 0.0 0.1
C 0.9253 -3.3391 -2.5575 0.0 0.0 0.0
C 1.5832 -4.3627 -1.8932 0.0 0.0 0.0
C 1.6813 -4.3407 -0.5132 0.0 0.0 0.0
C 1.0815 -3.3183 0.2138 0.0 -0.1 0.0
C 0.4138 -2.2982 -0.4400 -0.1 0.0 -0.2
P -0.6776 -1.1012 0.3723 0.0 -0.3 0.0
C -2.2412 -1.9410 -0.1522 -0.1 0.0 0.2
C -3.3318 -1.3233 -0.7562 0.1 -0.1 -0.1
C -4.4629 -2.0544 -1.1024 0.0 0.0 0.0
C -4.5250 -3.4122 -0.8466 0.0 0.0 0.0
C -3.4390 -4.0464 -0.2576 0.0 0.0 0.0
C -2.3104 -3.3204 0.0776 0.0 0.0 0.0
C -0.5383 -1.4464 2.1503 0.1 -0.1 0.0
C 0.6547 -1.1300 2.7947 0.1 -0.3 -0.1
C 0.7930 -1.3444 4.1577 0.1 -0.6 -0.1
C -0.2634 -1.8617 4.8896 -0.1 -0.1 -0.1
C -1.4609 -2.1653 4.2559 0.0 0.1 0.1
C -1.6009 -1.9598 2.8932 0.1 0.0 0.0
H -1.5518 1.4205 -3.0203 0.1 0.0 0.0
H -0.3847 -1.4275 -3.7028 0.0 -0.1 0.0
H 0.8783 -3.3381 -3.6389 0.0 0.0 0.0
H 2.0354 -5.1651 -2.4603 0.0 0.0 0.0
H 2.2081 -5.1308 0.0061 0.0 0.0 0.0
H 1.1090 -3.3332 1.2959 0.0 0.0 0.0
H -3.3088 -0.2739 -0.9934 0.0 0.0 -0.1
H -5.2946 -1.5493 -1.5766 0.0 0.0 0.0
H -5.4083 -3.9782 -1.1126 0.0 0.0 0.0
H -3.4680 -5.1103 -0.0614 0.0 0.0 0.0
H -1.4743 -3.8378 0.5303 0.0 0.0 0.0
H 1.4807 -0.6972 2.2432 -0.1 -0.2 0.1
H 1.7214 -1.0826 4.6475 -0.2 -0.4 -0.2
H -0.1593 -2.0152 5.9559 0.0 0.0 0.0
H -2.2963 -2.5519 4.8250 0.0 0.0 0.0
H -2.5472 -2.1792 2.4202 0.0 0.0 0.0
F -2.3318 0.4235 1.8740 -0.2 -0.7 -0.8
C -2.8998 1.1571 0.9062 -0.1 0.2 -0.2
C -2.1397 1.5508 -0.1857 0.0 -0.1 -0.1
C -2.8885 2.2686 -1.1095 0.0 0.2 -0.1
F -2.3247 2.7494 -2.2595 0.1 0.0 0.1
C -4.2414 2.5564 -1.0056 0.0 -0.1 0.0
F -4.8583 3.2534 -1.9588 0.0 0.0 0.0
C -4.9461 2.0937 0.0862 0.1 0.0 0.0
F -6.2481 2.3295 0.2128 0.0 0.0 0.0
C -4.2568 1.3780 1.0474 0.0 0.1 0.2
F -4.9051 0.9060 2.1130 0.0 0.0 0.0
```
Positions in Å, forces in eV/Å.

LUMO level   -0.6 eV
Energy relative to the best compared isomer or geometry (same formula, charge and spin)   48.8 kcal per mole
Charge   0
Largest force on an atom   0.0368 hartree/bohr

Charges in e, computed with Löwdin, in the same order as the atoms: 1.26, -0.04, -0.22, -0.07, -0.12, -0.06, -0.16, -0.01, -0.17, -0.07, -0.47, 0.07, -0.19, 0.03, -0.01, 0.03, -0.16, -0.02, -0.49, 0.05, 0.04, -0.19, -0.20, -0.04, -0.06, -0.09, -0.06, -0.21, -0.04, 0.08, 0.10, 0.02, 0.12, 0.11, 0.11, 0.08, 0.08, 0.05, 0.13, 0.11, 0.13, 0.09, 0.03, 0.08, 0.11, 0.10, 0.11, 0.08, 0.09, 0.05, -0.01, -0.16, -0.07, -0.20, -0.02, -0.06, -0.05, -0.08, -0.31, 1.02, -0.29, -0.07, -0.06, -0.07, -0.06, -0.09, -0.33, -0.09, -0.09, -0.06, -0.06, -0.08, 0.06, 0.15, 0.12, 0.11, 0.11, 0.11, 0.08, 0.11, 0.11, 0.11, 0.11, 0.09, 0.10, 0.11, 0.11, 0.10, 0.01, -0.27, -0.17, -0.20, 0.05, -0.14, 0.13, -0.13, 0.14, -0.14, 0.13



C5H8FNO | ωB97M-V/def2-TZVPD

```
16
Properties=species:S:1:pos:R:3:forces:R:3
O -2.2428 0.4332 -1.0364 -0.5 0.6 0.1
C -1.2406 -0.1812 -0.2777 0.6 -0.4 0.3
C -0.5473 -1.2575 -1.1370 0.1 0.2 -0.4
N 0.8676 -1.3084 -0.7404 -0.2 0.3 0.3
C 1.2019 -0.0108 -0.1819 0.0 0.0 -0.2
C 0.7957 0.2878 1.2256 -0.1 -0.3 -0.1
F 1.5189 1.2369 1.8941 0.0 0.1 0.0
C -0.0754 0.7498 0.1034 -0.2 -0.2 0.0
H -2.7108 1.0641 -0.4647 0.2 -0.3 -0.3
H -1.6763 -0.6434 0.6205 0.0 0.1 0.0
H -1.0011 -2.2486 -1.0807 0.0 0.1 0.1
H -0.6202 -0.9155 -2.1828 0.0 -0.1 0.3
H 1.0296 -2.0197 -0.0430 0.0 -0.2 0.0
H 2.0616 0.5049 -0.5870 0.1 0.0 0.1
H 0.4612 -0.5190 1.8878 0.1 0.3 -0.2
H -0.1508 1.8096 -0.1180 0.0 -0.1 0.1
```
Positions in Å, forces in eV/Å.

LUMO level   0.8 eV
Energy relative to the best compared isomer or geometry (same formula, charge and spin)   47.9 kcal per mole
Charge   0
Largest force on an atom   0.0156 hartree/bohr

Charges in e, computed with natural (NBO), in the same order as the atoms: -0.70, 0.09, -0.23, -0.60, -0.10, 0.19, -0.34, -0.31, 0.47, 0.16, 0.20, 0.20, 0.36, 0.22, 0.17, 0.24



charge of number 2 (C3H5BrO)? 0